[1]
Formula: C6H12O
Source: OMol25
Level of theory: ωB97M-V/def2-TZVPD

```
19
C6H12O, DFT ωB97M-V/def2-TZVPD
C 2.529 0.213 0.781
C 1.428 -0.382 -0.084
C 0.467 0.742 -0.607
C -0.810 0.154 -1.214
C -1.660 0.287 0.037
C -2.402 -0.871 0.565
O -1.687 1.343 0.663
H 3.228 -0.539 1.166
H 2.074 0.737 1.626
H 3.106 0.945 0.205
H 0.885 -1.144 0.501
H 1.906 -0.972 -0.900
H 1.014 1.391 -1.287
H -0.256 1.574 0.149
H -0.813 -0.875 -1.615
H -1.208 0.813 -1.997
H -3.307 -0.926 -0.043
H -2.650 -0.689 1.611
H -1.844 -1.800 0.442
```

orbital gap: 10.26 eV
2S+1: 1
relative energy (zero: lowest compared OMol25 entry of this formula, charge and spin): 1.9808 eV
largest force on an atom: 4.548 eV Å⁻¹

---

[2]
Formula: C6H12O
Source: OMol25
Level of theory: ωB97M-V/def2-TZVPD

```
19
C6H12O, DFT ωB97M-V/def2-TZVPD
C -0.672 1.540 -1.190
C -0.304 0.585 -0.052
C 0.121 1.389 1.177
C 0.766 -0.421 -0.507
C 1.007 -1.632 0.436
C -0.035 -2.535 -0.161
O -1.167 -2.243 0.468
H -1.042 1.003 -2.071
H -1.456 2.236 -0.868
H 0.194 2.139 -1.495
H -1.207 0.024 0.218
H -0.664 2.104 1.453
H 1.034 1.962 0.974
H 0.306 0.750 2.048
H 1.703 0.096 -0.743
H 2.013 -2.039 0.290
H 0.847 -1.408 1.499
H 0.450 -0.895 -1.455
H -1.892 -2.655 -0.021
```

orbital gap: 9.44 eV
2S+1: 1
relative energy (zero: lowest compared OMol25 entry of this formula, charge and spin): 2.7407 eV
largest force on an atom: 0.492 eV Å⁻¹

---

[3]
Formula: C6H12O
Source: OMol25
Level of theory: ωB97M-V/def2-TZVPD

```
19
C6H12O, DFT ωB97M-V/def2-TZVPD
C 1.567 0.535 2.293
C 0.894 -0.436 1.359
C -0.100 0.164 0.409
C -0.809 -0.822 -0.484
C -1.674 -0.252 -1.575
C -0.586 -0.119 -2.546
O -0.496 1.145 -2.787
H 2.102 1.304 1.756
H 0.837 1.037 2.909
H 2.286 0.080 2.965
H 0.385 -1.202 1.927
H 1.648 -0.952 0.783
H 0.417 0.896 -0.204
H -0.829 0.727 0.984
H -1.297 -1.616 0.050
H -2.187 0.670 -1.341
H -2.391 -0.958 -1.970
H -0.032 -1.402 -1.166
H 0.265 1.200 -3.362
```

orbital gap: 9.50 eV
2S+1: 1
relative energy (zero: lowest compared OMol25 entry of this formula, charge and spin): 3.2883 eV
largest force on an atom: 2.731 eV Å⁻¹

---

[4]
Formula: C6H12O
Source: OMol25
Level of theory: ωB97M-V/def2-TZVPD

```
19
C6H12O, DFT ωB97M-V/def2-TZVPD
C -0.988 -1.773 -1.013
C -0.688 -0.489 -0.288
C -0.978 -0.490 1.194
C -0.238 0.578 -0.952
C 0.106 1.914 -0.324
C 1.513 1.799 0.215
O 1.779 1.704 1.392
H -0.762 -1.705 -2.081
H -0.413 -2.601 -0.584
H -2.046 -2.032 -0.898
H -0.670 -1.441 1.645
H -2.061 -0.396 1.358
H -0.468 0.319 1.727
H -0.058 0.494 -2.024
H 0.063 2.710 -1.079
H -0.567 2.183 0.497
H 2.307 1.735 -0.565
H 2.003 -1.540 0.668
H 2.168 -0.967 1.113
```

orbital gap: 10.09 eV
2S+1: 1
relative energy (zero: lowest compared OMol25 entry of this formula, charge and spin): 1.8582 eV
largest force on an atom: 0.615 eV Å⁻¹

---

[5]
Formula: C6H12O
Source: OMol25
Level of theory: ωB97M-V/def2-TZVPD

```
19
C6H12O, DFT ωB97M-V/def2-TZVPD
C 2.432 0.259 -0.095
C 1.197 -0.332 0.584
C -0.112 0.437 0.485
C -1.344 -0.432 0.636
C -1.103 0.321 -0.638
O -2.212 1.191 -0.406
C -2.570 0.442 0.777
H 2.366 0.217 -1.187
H 2.594 1.304 0.191
H 3.323 -0.307 0.203
H 1.401 -0.413 1.660
H 1.050 -1.362 0.235
H 0.951 -0.911 -2.260
H -0.107 1.404 0.991
H -1.272 -1.495 0.832
H 0.477 -1.334 -2.645
H -0.926 0.027 -1.665
H -2.628 1.083 1.665
H -3.514 -0.099 0.637
```

orbital gap: 10.36 eV
2S+1: 1
relative energy (zero: lowest compared OMol25 entry of this formula, charge and spin): 3.4763 eV
largest force on an atom: 0.418 eV Å⁻¹

---

[6]
Formula: C6H12O
Source: OMol25
Level of theory: ωB97M-V/def2-TZVPD

```
19
C6H12O, DFT ωB97M-V/def2-TZVPD
C -0.841 -0.899 -1.372
C -0.369 0.051 -0.260
C -1.602 0.674 0.487
C 1.385 -0.008 0.158
C 1.338 1.345 0.729
C 0.706 0.996 -0.601
H 0.010 -1.427 -1.805
H -1.583 -1.654 -1.060
H -1.321 -0.331 -2.186
H -2.415 -0.022 0.746
H -2.064 1.429 -0.184
H -1.334 1.221 1.393
H 2.318 -0.597 0.012
H 2.232 1.961 0.647
H 0.767 1.508 1.643
H 0.929 1.390 -1.568
O 0.727 -1.896 1.467
H 0.172 -1.246 1.009
H 0.943 -2.494 0.744
```

orbital gap: 9.71 eV
2S+1: 1
relative energy (zero: lowest compared OMol25 entry of this formula, charge and spin): 4.2279 eV
largest force on an atom: 1.706 eV Å⁻¹